No. 1
Below is the molecule C3H2F3N in a non-equilibrium geometry, with properties calculated with the ωB97M-V functional and the def2-TZVPD basis.

Atoms and positions in Å:
C -1.480 0.605 -0.122
C -0.126 0.235 0.231
C -3.101 -0.020 -0.036
N -0.747 1.583 -0.112
F -3.780 0.494 -1.051
F -3.193 -1.366 -0.096
F -3.541 0.331 1.151
H -0.167 -0.110 1.273
H 0.325 -0.406 -0.585

Cartesian forces, eV/Å:
C -3.782 -3.125 0.392
C -1.096 -2.538 -0.719
C 3.384 0.808 -0.803
N 0.360 1.778 -0.174
F -0.434 0.001 0.473
F 0.655 1.061 -0.233
F -0.587 0.446 0.088
H 1.266 0.454 -0.296
H 0.236 1.114 1.273

SMILES string	FC(F)(F)C1=NC1
F_max	4.92	eV/Å
orbital gap	11.269	eV
electronic energy	-469.75977	a.u.
E_LUMO	0.895	eV
molecular weight	109.05	g mol⁻¹
energy above the lowest of the compared OMol25 structures with the same formula, charge and spin	1.2237	eV
HOMO level	-0.3812	Ha

---

No. 2
Below is a cluster of 2 separate species, C3H2F3N in total in a non-equilibrium geometry, with properties calculated with the ωB97M-V functional and the def2-TZVPD basis.

Atoms and positions in Å:
C -1.539 0.703 0.382
C -1.545 -0.588 -0.130
C 1.845 0.664 -0.567
N -1.628 -0.297 1.223
F 1.119 1.666 -0.106
F 2.502 0.098 0.438
F 2.793 1.238 -1.417
H -1.643 1.745 0.524
H 1.241 -0.002 -1.144

Cartesian forces, eV/Å:
C -0.680 -0.973 1.201
C 0.276 -0.384 -0.246
C 2.065 1.133 -1.128
N 0.144 0.529 -0.712
F -0.544 0.493 0.501
F -0.237 -0.121 -0.125
F -0.958 -0.786 0.901
H 0.258 0.861 -0.222
H -0.325 -0.752 -0.171

SMILES string	C1=CN=1.FC(F)F
F_max	2.61	eV/Å
orbital gap	10.377	eV
electronic energy	-469.72624	a.u.
E_LUMO	0.111	eV
molecular weight	109.05	g mol⁻¹
energy above the lowest of the compared OMol25 structures with the same formula, charge and spin	2.1363	eV
HOMO level	-0.3773	Ha

---

No. 3
Below is a structure of composition C3H2FHgO2 in a non-equilibrium geometry, with properties calculated with the ωB97M-V functional and the def2-TZVPD basis.

Atoms and positions in Å:
O 0.796 1.105 -0.049
O -3.506 0.189 -1.795
C 1.528 0.121 0.196
C 0.992 -1.072 0.741
C -2.809 0.875 -1.249
H 2.621 0.172 0.095
H 1.557 -1.994 0.880
F -0.182 -1.027 1.289
Hg -0.996 1.631 -0.108

Cartesian forces, eV/Å:
O 3.980 0.718 -0.014
O 0.964 1.241 0.783
C 0.222 -1.569 0.806
C 0.852 -0.271 0.677
C -0.732 -0.701 -0.287
H -0.289 0.236 -0.464
H -0.146 0.101 -0.073
F -0.264 0.034 -0.470
Hg -4.588 0.212 -0.958

F_max	4.69	eV/Å
orbital gap (spin up / spin down)	7.912 / 9.912	eV
spin multiplicity	2
electronic energy	-518.41898	a.u.
E_LUMO (spin up / spin down)	-11.654 / -11.840	eV
net charge	+2
<S²>	0.754
molecular weight	289.63	g mol⁻¹
energy above the lowest of the compared OMol25 structures with the same formula, charge and spin	0.0000	eV
HOMO level (spin up / spin down)	-0.7190 / -0.7994	Ha

---

No. 4
Below is a structure of composition C3H2FInO3 in a non-equilibrium geometry, with properties calculated with the ωB97M-V functional and the def2-TZVPD basis.

Atoms and positions in Å:
O -1.369 1.427 0.178
C -1.658 0.255 -0.319
C -0.926 -0.848 0.010
H -2.564 0.124 -0.924
H -1.071 -1.900 -0.207
F -0.226 -0.618 1.231
In 0.252 1.336 1.124
O 3.184 -0.629 -0.987
O 1.958 0.826 0.320
C 2.421 0.027 -0.425

Cartesian forces, eV/Å:
O -2.035 2.377 -0.600
C 0.167 -3.259 -0.392
C -2.106 0.583 -0.793
H 0.416 0.513 -0.215
H 0.011 0.169 0.214
F 1.011 -1.929 0.775
In 0.255 1.894 1.786
O -2.775 1.219 0.822
O 0.305 0.684 0.072
C 4.751 -2.252 -1.668

F_max	5.52	eV/Å
orbital gap (spin up / spin down)	5.404 / 5.400	eV
electronic energy	-630.35859	a.u.
E_LUMO (spin up / spin down)	-13.507 / -13.507	eV
net charge	+2
molecular weight	219.86	g mol⁻¹
HOMO level (spin up / spin down)	-0.6950 / -0.6948	Ha